C9H7NO4S in the gas phase at a distorted geometry. Source: OMol25; level of theory: ωB97M-V/def2-TZVPD.

Geometry (Å):
C -1.9899 0.6517 -0.2808
C -1.6853 1.8705 0.3408
C -1.0278 -0.2900 -0.6155
C -0.3231 2.0634 0.5525
C 0.2963 -0.1764 -0.2589
C 0.6262 1.0586 0.4219
C 2.1993 -1.5595 0.5551
C 3.4209 -1.9179 0.5927
C 1.2874 -1.2448 -0.5963
N 1.8913 1.1823 0.8068
O 4.4829 -2.3235 0.6703
O 2.1809 2.1459 1.5500
O 3.7516 0.0567 -1.1503
O 2.6204 2.2166 -1.3279
S 3.5092 1.3833 -0.5848
H -3.1075 0.5789 -0.6097
H -2.4650 2.7117 0.5260
H -1.3486 -1.1723 -1.1734
H 0.0866 3.0569 0.9949
H 1.9312 -1.6060 1.5611
H 0.8939 -2.2163 -1.0113
H 1.8374 -0.8576 -1.4989

Computed properties:
LUMO level (spin up / spin down) = -2.00 / -2.00 eV
ΔE to the lowest compared entry with this formula, charge and spin = 218.75 kJ/mol
Gap between HOMO and LUMO (spin up / spin down) = 0.24726 / 0.24724 hartree